Entry 1:
The following is a quantum chemistry calculation of a cluster of 3 separate species, C18H40BrNO10P2 in total in a non-equilibrium geometry, from the Open Molecules 2025 dataset.

For the LUMO energy, the calculation gives -0.02552 Eh. The value obtained for the gap between HOMO and LUMO is 9.013 eV. Its structure (SMILES) is O=C1NC[C@@H](Br)[C@@H]1CCO.CCOP(=O)(OCC)OCC.CCOP(=O)(OCC)OCC. The value obtained for the largest force on an atom is 8.6 eV Å⁻¹.

Last column: Mulliken charge in e.
Geometry (Å):
1 Br -1.143213 6.786804 3.490349  -0.17
2 P 2.591746 -1.676937 -2.922897  1.18
3 P -1.725148 -1.469487 1.409546  1.27
4 O -2.825063 -2.431538 2.188270  -0.35
5 O -0.461599 -2.240795 2.180426  -0.28
6 O 1.656837 -2.164877 -1.656897  -0.48
7 O -2.681548 -0.788003 0.464701  -0.78
8 O 3.682881 -2.882566 -2.585305  -0.41
9 O 1.933504 -2.508855 -4.185707  -0.30
10 O 1.949581 -0.330163 -3.122143  -0.80
11 O -2.047140 3.725472 0.725297  -0.43
12 O -1.580728 -0.198149 2.447126  -0.44
13 O 1.825708 3.130210 0.982064  -0.48
14 N -2.303552 5.889156 0.081899  -0.39
15 C -1.928312 1.135213 2.059688  -0.12
16 C 0.919621 5.297335 0.127906  -0.96
17 C -1.566576 7.101763 0.513815  -0.54
18 C 2.144255 4.411592 0.452086  -0.63
19 C 0.868154 -1.244320 -0.905055  -0.08
20 C -1.571869 4.809423 0.670112  0.06
21 C -0.543000 -1.149122 -1.466032  -1.23
22 C -3.280785 -3.601347 1.512134  -0.37
23 C -2.201678 -4.666666 1.412644  -0.85
24 C 3.847443 -2.794803 -5.684097  -0.96
25 C -0.548381 6.754661 1.617214  -0.49
26 C 3.355418 -4.083557 -1.871463  -0.16
27 C 2.441982 -2.250545 -5.494755  -0.38
28 C -0.067908 -1.976271 3.534005  -0.26
29 C -1.135171 -2.182205 4.586772  -1.03
30 C 2.257736 -4.932708 -2.474681  -0.92
31 C -3.368678 1.442993 2.424284  -1.27
32 C -0.187913 5.268506 1.231162  0.37
33 H -1.080859 -0.318576 -1.018387  0.29
34 H 0.750682 -2.671736 3.735061  0.38
35 H -1.546929 -3.190782 4.532541  0.22
36 H 1.274576 6.336165 0.045128  0.37
37 H -2.609895 -5.587999 0.993277  0.41
38 H 2.673497 4.236978 -0.510604  0.28
39 H 2.147672 -5.853558 -1.897752  0.39
40 H 2.886064 4.901773 1.103929  0.37
41 H -1.267725 1.812101 2.605813  0.37
42 H 1.291063 -4.432111 -2.472262  0.20
43 H -4.049224 0.649751 2.114187  0.31
44 H -0.015848 4.640261 2.118343  0.55
45 H -1.737807 1.300201 1.002520  0.14
46 H 0.364126 -0.976925 3.598050  0.29
47 H 2.488412 -5.191123 -3.509022  0.22
48 H 4.564421 -2.263297 -5.052881  0.29
49 H -1.096691 -2.069768 -1.263004  0.32
50 H -3.689235 2.377169 1.965056  0.35
51 H 1.344297 -0.265797 -0.853900  0.38
52 H 3.896034 -3.848848 -5.409643  0.20
53 H 4.276672 -4.670574 -1.860993  0.37
54 H -0.932709 7.375191 -0.354705  0.28
55 H 0.467753 4.960428 -0.820929  0.35
56 H -0.546870 -1.020420 -2.548952  0.47
57 H -1.380576 -4.337347 0.769401  0.19
58 H -2.336981 5.884573 -0.931374  0.32
59 H 0.934112 2.893567 0.690814  0.27
60 H -0.705158 -2.030077 5.579388  0.39
61 H 1.764799 -2.737079 -6.197505  0.31
62 H -4.124070 -3.988775 2.085311  0.34
63 H -1.965323 -1.485826 4.483676  0.25
64 H -2.272755 7.926877 0.693197  0.39
65 H 0.826985 -1.625511 0.119410  0.25
66 H 3.142017 -3.840806 -0.830090  0.23
67 H -3.650195 -3.332936 0.517340  0.30
68 H -1.776337 -4.881539 2.393322  0.19
69 H 4.164812 -2.683532 -6.722244  0.40
70 H -3.472566 1.535968 3.508283  0.30
71 H 2.414091 -1.175560 -5.696432  0.30
72 H 0.279065 7.469285 1.554162  0.46

Atoms 1-2, force components in eV/Å:
Br -0.2 0.2 -0.5
P -6.3 -4.2 1.3


Entry 2:
The following is a quantum chemistry calculation of a structure of composition C29H20Cl4N3NaO5S in a non-equilibrium geometry, from the Open Molecules 2025 dataset.

Its net charge is -2. As for the relative energy (zero: lowest compared OMol25 entry of this formula, charge and spin): 0.2195 eV. For the LUMO energy, the calculation gives 0.13338 Eh. The value obtained for the gap between HOMO and LUMO is 4.138 eV. The value obtained for the largest force on an atom is 2.0 eV Å⁻¹.

Last column: natural (NBO) charge in e.
Geometry (Å):
1 Cl -4.535370 -3.452620 -1.236729  -0.06
2 Cl -7.360893 1.206962 -1.324216  -0.05
3 Cl -4.651208 2.813095 -1.039947  -0.05
4 Cl -7.280132 -1.946437 -1.424546  -0.04
5 S 1.156594 -1.386005 -2.981110  -0.18
6 Na -0.526608 -0.284712 -0.721284  0.90
7 O 2.081386 0.095404 0.482086  -0.74
8 O -2.301615 -1.627584 -0.721826  -0.83
9 O 3.130349 -0.095140 2.482418  -0.78
10 O -2.344768 1.082525 -0.659850  -0.88
11 O -0.236115 -0.219763 1.470414  -0.73
12 N 2.035237 1.043008 -4.032142  -0.39
13 N 0.727108 1.540370 -2.167005  -0.42
14 N 2.577214 -0.756937 -5.104233  -0.38
15 C -0.415795 2.408324 5.343187  -0.24
16 C -3.432034 0.435393 -0.847998  0.37
17 C 1.948074 3.337906 -3.174841  -0.31
18 C 0.207830 2.424804 -1.299214  0.08
19 C 0.577414 3.758857 -1.259540  -0.26
20 C 1.723561 -2.428115 3.777393  -0.14
21 C 2.151869 -0.124823 1.699091  0.75
22 C 1.458781 4.204129 -2.253083  -0.16
23 C 1.538623 1.992829 -3.055398  0.40
24 C 0.827645 -0.462427 2.393698  0.05
25 C -3.413454 -1.037226 -0.907301  0.28
26 C -4.654633 1.078310 -0.991359  -0.22
27 C 0.788854 -4.632272 3.447312  -0.24
28 C -0.728962 1.070101 5.496847  -0.22
29 C -5.853331 0.348232 -1.193492  -0.13
30 C 3.101135 0.314259 -5.801309  -0.08
31 C 1.705143 -3.781272 4.079242  -0.25
32 C 0.888793 -1.929143 2.777981  -0.06
33 C 0.553797 0.519167 3.528031  0.10
34 C 1.896430 -0.328030 -3.999038  0.23
35 C -5.817353 -1.033575 -1.247448  -0.13
36 C 2.749749 1.433719 -5.135299  -0.08
37 C 2.540865 -2.142160 -5.574340  -0.40
38 C -0.063362 -4.131371 2.480760  -0.23
39 C -0.227169 0.133142 4.576377  -0.25
40 C 0.015158 -2.795648 2.144116  -0.16
41 C 0.396566 2.791764 4.260367  -0.22
42 C 0.913414 1.856971 3.388984  -0.20
43 C -4.610623 -1.701544 -1.145632  -0.18
44 H -0.485741 -0.906812 4.715029  0.22
45 H 0.195745 4.358454 -0.433082  0.22
46 H 3.682848 0.147166 -6.688037  0.21
47 H -0.624381 -2.459617 1.348718  0.25
48 H 2.369511 -4.190999 4.819009  0.19
49 H 2.877355 -2.777652 -4.765471  0.23
50 H 1.506172 2.160703 2.559000  0.23
51 H 0.620805 3.846048 4.130866  0.20
52 H 0.766797 -5.696722 3.730079  0.19
53 H 1.536867 -2.478453 -5.834919  0.22
54 H -0.772021 -4.809150 1.992610  0.21
55 H 2.915974 2.460831 -5.396431  0.22
56 H 2.423088 -1.787665 4.303776  0.23
57 H 3.222450 -2.267684 -6.416346  0.19
58 H 1.723847 5.272382 -2.288074  0.20
59 H -1.415438 0.757189 6.291799  0.20
60 H -1.085088 -0.100707 1.908435  0.49
61 H 2.647506 3.655021 -3.932923  0.20
62 H -0.582514 2.087724 -0.636036  0.26
63 H -0.761947 3.137476 6.061874  0.19

Atoms 1-2, force components in eV/Å:
Cl 0.0 0.1 0.0
Cl -0.2 0.0 0.0


Entry 3:
The following is a quantum chemistry calculation of an isolated molecule of C15H18N2O2S in a non-equilibrium geometry, from the Open Molecules 2025 dataset.

As for the relative energy (zero: lowest compared OMol25 entry of this formula, charge and spin): 1.5033 eV. For the LUMO energy, the calculation gives 0.02102 Eh. The value obtained for the gap between HOMO and LUMO is 9.968 eV. Its structure (SMILES) is Cc1cc(C)c(S(=O)(=O)NCc2ccncc2)c(C)c1. The value obtained for the largest force on an atom is 1.0 eV Å⁻¹.

Last column: natural (NBO) charge in e.
Geometry (Å):
1 S -0.332137 -1.361428 1.663622  2.31
2 O -0.227813 -2.792492 1.649551  -0.94
3 O -0.600519 -0.732295 2.926929  -0.94
4 N -1.559731 -0.968578 0.586016  -0.87
5 N -2.386823 1.924534 -3.313224  -0.42
6 C 1.693561 0.753124 2.888350  -0.63
7 C 4.316168 1.160653 -1.330905  -0.63
8 C -1.081421 1.398365 -1.387475  -0.26
9 C -1.225961 1.868192 -2.682836  0.04
10 C 2.377532 -0.423825 -1.164425  -0.24
11 C 0.498897 -2.049518 -1.168491  -0.66
12 C -2.211902 0.956647 -0.707981  0.01
13 C 2.922088 0.901700 0.737488  -0.24
14 C 3.178863 0.543879 -0.577589  0.03
15 C -3.431000 1.016506 -1.371215  -0.26
16 C 1.326561 -1.016448 -0.475243  0.05
17 C 1.883592 0.332192 1.466438  0.02
18 C -2.096283 0.375076 0.676626  -0.25
19 C -3.461703 1.510228 -2.667011  0.04
20 C 1.078328 -0.615464 0.836655  -0.31
21 H 2.571659 -0.727048 -2.183024  0.21
22 H -3.065135 0.394535 1.187738  0.21
23 H 2.489377 1.430946 3.189348  0.21
24 H 1.052069 -2.474291 -2.003041  0.22
25 H 3.549384 1.641287 1.213910  0.21
26 H 0.735252 1.249147 3.026037  0.24
27 H 5.225785 0.584690 -1.159567  0.23
28 H 4.496455 2.179562 -0.997085  0.22
29 H -4.391430 1.574987 -3.217073  0.19
30 H -2.241955 -1.703269 0.495492  0.41
31 H 1.691405 -0.112632 3.545916  0.24
32 H 0.219828 -2.838732 -0.477712  0.25
33 H 4.117385 1.165405 -2.399653  0.22
34 H -1.383661 0.951650 1.271526  0.23
35 H -0.111964 1.370343 -0.914159  0.22
36 H -0.414222 -1.597677 -1.553957  0.24
37 H -4.338526 0.687702 -0.887669  0.21
38 H -0.371337 2.218659 -3.246585  0.19

Atoms 1-2, force components in eV/Å:
S -0.7 -0.1 -0.2
O 0.0 0.0 -0.1